12 unconnected molecules or ions with the total composition C36H84N12O12 in a non-equilibrium geometry. Source: the OMol25 dataset; level of theory: the ωB97M-V functional and the def2-TZVPD basis.

Values from the calculation:
LUMO energy: -0.18 eV
HOMO energy: -8.472 eV
ΔE to the lowest compared entry with this formula, charge and spin: 1064.8 kJ/mol

Atoms and positions in Å:
C -19.958 9.809 16.133
H -27.406 7.212 23.984
C -25.653 5.203 24.505
N -18.421 10.850 20.112
C -18.540 8.661 14.349
C -16.646 8.218 17.381
H -23.511 8.843 16.431
H -25.798 3.371 18.959
H -19.447 12.664 20.107
H -21.133 6.613 24.898
H -21.746 6.863 20.202
H -18.478 7.740 13.770
C -21.626 5.786 20.311
H -25.079 4.345 24.156
C -17.076 11.439 20.061
H -21.841 -0.324 14.788
H -13.529 8.162 18.617
H -20.636 10.251 15.403
N -20.279 -0.690 16.051
O -24.811 7.489 21.777
H -26.129 8.458 23.634
C -18.626 9.536 20.481
C -18.886 2.915 22.205
N -19.446 8.577 15.533
H -25.284 5.728 19.646
H -27.320 2.934 18.070
H -25.705 0.943 17.780
H -20.528 7.533 16.973
H -24.245 5.530 22.389
H -19.059 3.165 21.158
H -23.262 1.679 20.471
O -22.983 3.161 24.392
H -14.766 6.836 19.864
H -20.819 -0.066 18.116
N -20.806 5.091 19.217
H -21.934 0.427 16.888
N -25.578 6.394 23.619
N -19.873 4.005 13.400
H -16.856 11.706 19.027
H -18.758 5.097 19.824
H -23.233 11.225 20.008
H -16.821 9.282 17.541
C -19.872 7.353 16.107
C -26.015 6.006 18.886
H -26.393 7.523 25.222
H -19.273 3.635 15.278
H -26.660 4.793 24.427
C -20.876 0.238 17.071
O -23.732 10.800 16.073
H -20.328 1.161 16.883
C -21.338 4.017 18.568
C -18.825 4.886 13.203
C -14.417 8.624 18.186
C -20.590 3.670 12.109
C -18.084 0.574 21.513
C -24.834 6.451 22.519
O -19.716 8.953 20.615
H -20.914 5.712 23.429
C -22.047 3.444 25.193
C -19.500 11.697 19.607
C -23.268 11.293 18.921
O -16.666 6.133 19.450
H -22.637 5.428 20.506
O -22.516 3.630 18.753
C -21.526 5.771 24.329
H -25.452 6.198 17.972
O -19.499 1.605 24.616
H -19.111 10.462 16.342
H -16.364 7.960 16.360
H -20.703 3.504 17.830
H -24.324 -0.020 17.393
O -29.279 4.481 18.212
H -18.985 5.176 18.056
C -24.683 0.732 18.096
N -18.872 1.393 22.442
H -24.901 2.222 20.211
H -25.354 5.331 25.545
H -22.356 9.010 19.672
N -15.599 7.789 18.280
H -14.534 9.580 18.695
H -18.210 0.885 20.476
C -28.405 5.281 18.608
H -24.546 0.937 21.441
H -19.927 3.420 11.280
O -19.591 6.209 15.706
H -19.302 4.867 25.097
C -26.372 7.520 24.133
C -19.126 0.918 23.690
C -23.129 8.787 18.937
H -18.832 -2.244 15.955
H -24.041 1.594 17.915
H -20.093 5.051 26.746
H -20.526 9.779 17.063
H -17.032 0.648 21.791
H -22.580 5.798 24.051
H -22.908 7.856 18.414
H -25.958 3.795 17.272
C -18.986 -1.282 16.445
H -19.328 11.885 18.547
H -23.972 12.008 18.495
H -18.706 9.488 13.658
C -20.908 -0.899 14.901
C -26.520 3.663 18.196
N -23.430 9.948 18.201
H -17.536 7.601 17.500
C -19.393 5.473 19.022
C -15.673 6.861 19.241
O -24.898 -1.943 18.942
H -16.321 10.792 20.508
H -22.319 11.745 18.633
H -19.246 6.553 19.036
H -17.673 9.031 20.703
N -21.346 4.555 25.123
C -20.042 3.299 14.565
H -17.019 12.388 20.593
H -17.900 3.327 22.421
H -20.514 11.313 19.717
N -24.638 0.304 19.518
H -21.566 2.727 25.876
H -21.145 4.532 11.740
N -27.086 4.959 18.586
H -19.710 3.411 22.718
H -18.354 -0.477 21.614
O -20.825 2.363 14.814
H -17.561 8.752 14.820
H -28.618 6.315 18.920
H -26.482 6.971 19.083
C -24.756 -1.029 19.800
H -19.140 5.744 12.609
H -18.902 -0.160 23.703
H -24.684 -1.208 20.884
H -14.091 8.623 17.145
C -20.043 4.499 25.808
O -20.526 -1.679 14.055
H -19.050 -1.571 17.494
H -18.134 4.181 12.740
H -18.427 5.212 14.164
H -21.372 2.911 12.090
H -21.223 5.584 21.304
C -23.561 9.864 16.838
H -19.640 3.559 26.185
C -24.300 1.348 20.462
H -23.961 8.506 19.583
H -18.217 -0.587 16.108

Atomic forces in eV per Å
0.32 0.52 -1.03
-0.37 0.51 -0.65
-0.23 -0.74 -1.26
-0.38 -0.96 0.37
0.36 -0.51 1.49
-0.39 -1.30 0.03
0.01 -0.21 0.40
-0.19 -0.13 -0.04
-0.08 0.05 0.08
-0.55 0.09 0.09
0.63 -0.09 -0.38
-0.58 -0.09 0.29
0.48 -0.65 -0.04
0.58 0.41 -0.37
-0.68 0.07 -0.19
0.06 0.07 0.11
-0.28 -0.33 0.59
0.11 0.51 0.05
-0.38 0.31 3.08
0.35 -2.94 1.49
-0.01 -0.23 0.24
-1.36 0.10 0.31
0.03 -1.60 -0.30
-1.32 -2.44 0.85
-0.45 -0.18 0.20
0.14 0.08 0.06
-0.06 0.17 0.16
0.10 -0.04 0.00
0.00 0.14 -0.45
-0.02 -0.64 -0.23
0.15 -0.28 -0.33
1.33 0.61 2.20
-0.04 -0.21 -0.06
0.44 -0.50 -0.21
-0.90 0.46 0.57
0.15 -0.07 -0.36
0.17 -0.48 2.23
-4.58 -2.75 -0.40
0.37 -0.27 -0.17
-0.05 -0.12 -0.07
-0.65 -0.42 -0.23
-0.25 -0.02 -0.30
1.08 -0.04 -2.01
-1.33 -0.54 -1.11
1.00 0.37 0.06
-0.25 0.03 0.31
-0.34 0.34 0.47
0.59 0.21 -1.41
0.19 -0.05 0.48
-0.29 0.36 0.65
-2.46 0.12 0.77
1.89 -0.10 0.27
0.92 -0.88 -0.04
-0.43 0.48 0.37
0.04 0.22 0.62
-0.22 3.01 -1.24
1.86 1.34 -0.64
-0.04 -0.04 -0.19
-2.17 -1.55 -3.41
0.41 0.28 0.00
0.28 -0.84 -1.95
2.02 1.30 -0.33
0.00 -0.57 -1.22
2.07 0.44 -0.35
-0.23 -1.34 -0.01
0.13 -0.30 -0.22
-0.16 -0.28 0.36
0.00 0.30 -0.18
0.33 0.57 -0.15
0.20 0.29 0.16
-0.01 -0.44 0.47
1.19 1.66 1.05
-0.37 -0.44 0.06
0.12 -0.34 -0.04
-0.24 1.98 -0.74
-0.04 -0.07 0.44
-0.12 0.64 -0.11
0.53 -0.21 -0.25
0.94 0.80 0.02
-0.11 0.29 -0.58
-0.16 0.05 0.17
-0.64 -2.34 -1.57
-0.05 0.46 0.23
0.61 -0.10 0.38
-0.35 2.53 0.87
0.17 0.30 0.34
-0.74 -1.09 -0.45
0.42 0.60 -1.06
-0.33 -1.14 2.41
-0.12 0.20 -0.48
-0.14 0.22 0.44
0.22 0.87 -0.25
0.12 -1.01 0.04
0.25 0.05 -0.29
0.14 0.52 0.08
0.29 0.44 -0.64
-0.05 -0.16 -0.17
-1.26 -0.38 -1.04
-0.04 0.03 -0.19
-0.44 -0.29 0.49
-0.44 0.09 0.43
-0.30 -0.52 -0.41
-0.52 0.73 0.09
0.26 1.96 -1.02
-0.10 0.30 0.60
-0.29 0.20 0.45
-2.43 -1.40 0.51
0.24 2.40 2.30
-0.16 -0.20 -0.27
0.34 -0.24 -0.15
-0.43 0.12 0.20
-0.02 -0.07 0.01
2.38 0.65 1.36
-0.52 -1.09 -0.54
-0.32 -0.02 0.30
-0.11 0.11 0.47
0.45 -0.46 0.29
0.43 -0.59 -2.00
-0.64 -0.09 0.02
0.20 0.51 0.29
1.79 1.68 0.99
0.31 -0.36 0.52
-0.18 0.06 -0.07
1.27 1.99 -0.83
0.36 0.40 -0.54
0.04 -0.15 0.11
-0.12 -0.21 0.52
0.08 -0.82 -1.99
0.30 -0.08 -0.16
-0.27 -0.14 0.54
-0.08 -0.24 -0.05
-0.38 0.93 -0.18
0.22 0.63 0.57
0.26 -0.25 -0.71
0.42 0.73 0.15
1.20 1.21 -0.78
0.01 0.09 -0.24
0.43 -0.34 1.06
0.85 0.16 -0.15
-0.14 1.02 0.30
-0.79 -0.60 -0.81
-0.47 -0.53 0.47
-0.34 -0.05 0.10
0.43 -0.16 0.70